The following is a quantum chemistry calculation of a cluster of 2 separate species, C4H12 in total at a distorted geometry, from the OMol25 dataset.

Results
- Kohn-Sham gap: 12.7 eV
- Spin multiplicity: 1
- Structure (SMILES): CC.CC
- M: 60.1 g/mol
- HOMO level: -11.63 eV
- Energy relative to the best compared isomer or geometry (same formula, charge and spin): 38.7 kJ/mol
- LUMO: 1.108 eV

Bonds (Å) are listed after each position.
Geometry (Å):
1 C 1.313 -1.121 -0.416  H3 1.086, C8 1.519, H10 1.097, H15 1.095
2 H 1.971 -2.516 1.153  C8 1.091
3 H 0.462 -0.866 0.209  C1 1.086
4 H -2.070 0.055 -0.105  C11 1.090
5 H -1.714 3.033 0.494  C14 1.087
6 H 3.152 -1.330 0.583  C8 1.089
7 H -3.051 2.013 0.814  C14 1.083
8 C 2.347 -1.995 0.271  C1 1.519, H2 1.091, H6 1.089, H9 1.091
9 H 2.711 -2.814 -0.351  C8 1.091
10 H 0.894 -1.413 -1.387  C1 1.097
11 C -1.401 0.906 0.025  H4 1.090, H12 1.084, H13 1.083, C14 1.553
12 H -0.887 0.731 0.963  C11 1.084
13 H -0.583 0.991 -0.681  C11 1.083
14 C -2.269 2.192 0.086  H5 1.087, H7 1.083, C11 1.553, H16 1.085
15 H 1.726 -0.150 -0.706  C1 1.095
16 H -2.663 2.349 -0.912  C14 1.085

Formally, the Mulliken partial charges of the atoms, in units of the elementary charge, are as follows: -0.740 0.306 0.115 0.319 0.313 0.240 0.299 -0.897 0.261 0.385 -0.835 0.331 0.291 -1.000 0.326 0.288

The following is a quantum chemistry calculation of a cluster of 4 separate species, C3H14O3S2 in total at a distorted geometry, from the OMol25 dataset.

Results
- Kohn-Sham gap (spin up / spin down): 8.7 / 5.3 eV
- Spin multiplicity: 2
- M: 162.3 g/mol
- Total charge: +1
- HOMO level (spin up / spin down): -13.72 / -13.72 eV
- Energy relative to the best compared isomer or geometry (same formula, charge and spin): 203.5 kJ/mol
- LUMO (spin up / spin down): -5.020 / -8.439 eV

Bonds (Å) are listed after each position.
Geometry (Å):
1 H 4.697 1.558 -3.964  O13 1.028
2 H 0.708 -1.468 -0.896  C7 1.174
3 H -1.735 -2.102 0.214  C4 1.131
4 C -0.727 -2.208 0.716  H3 1.131, C7 1.536, H11 1.114, H17 1.041
5 H -3.182 -0.838 1.920  O18 0.970
6 H 0.364 0.345 3.995  C16 1.103
7 C 0.255 -1.173 0.146  H2 1.174, C4 1.536, S8 1.777, H20 1.074
8 S -0.341 0.500 0.210  C7 1.777, S9 2.120
9 S 0.651 1.245 1.930  S8 2.120, C16 1.853
10 H -3.735 0.029 0.617  O18 1.080
11 H -0.521 -3.270 0.452  C4 1.114
12 H -0.413 -1.144 -4.146  O21 0.908
13 O 3.804 1.534 -4.474  H1 1.028, H14 0.969
14 H 3.399 0.667 -4.320  O13 0.969
15 H 0.845 -0.431 -4.432  O21 0.951
16 C -0.164 0.039 3.077  H6 1.103, S9 1.853, H19 1.216, H22 1.031
17 H -1.031 -2.128 1.708  C4 1.041
18 O -3.967 -0.719 1.362  H5 0.970, H10 1.080
19 H -0.017 -1.133 2.791  C16 1.216
20 H 1.212 -1.286 0.621  C7 1.074
21 O 0.086 -0.442 -3.858  H12 0.908, H15 0.951
22 H -1.115 0.350 3.330  C16 1.031

Formally, the Mulliken partial charges of the atoms, in units of the elementary charge, are as follows: 0.342 0.361 0.334 -0.984 0.286 0.370 -0.309 0.222 0.159 0.335 0.309 0.310 -0.634 0.291 0.303 -0.720 0.234 -0.617 0.285 0.392 -0.606 0.335